#one
Density functional theory data (ωB97M-V with the def2-TZVPD basis set) for a 3-piece molecular cluster, C6H8N4 overall.

Each line ends with the Mulliken charge.
Cartesian coordinates (Å):
1 H -0.500 2.063 2.110  0.26
2 N -0.569 1.051 2.017  -0.63
3 C 0.487 0.495 1.605  0.77
4 C 1.801 1.127 1.263  -1.01
5 C 0.447 -0.929 1.432  0.19
6 N 0.448 -2.071 1.343  -0.46
7 H 1.950 1.061 0.186  0.28
8 H 1.813 2.173 1.570  0.35
9 H 2.616 0.589 1.747  0.32
10 C -1.888 -1.495 -0.956  -0.81
11 C -1.570 -0.253 -1.181  0.54
12 N -1.387 0.948 -1.218  -0.48
13 H -2.531 -1.749 -0.120  0.27
14 H -1.441 -2.330 -1.465  0.24
15 H -2.032 1.556 -1.708  0.25
16 C 0.723 -0.713 -2.198  -0.02
17 N 1.540 -0.324 -1.505  -0.40
18 H 0.093 -1.199 -2.923  0.32

Output
SMILES: [H]/N=C(\C)C#N.C=C=N.C#N
Kohn-Sham gap: 9.88 eV
Total charge: 0

***

#two
Density functional theory data (ωB97M-V with the def2-TZVPD basis set) for one molecule with the formula C6H8N4.

Each line ends with the Mulliken charge.
Cartesian coordinates (Å):
1 C -0.321 -2.217 -0.257  -0.33
2 C -0.900 -1.034 -0.393  -0.28
3 C 1.026 -2.280 0.155  -0.23
4 C -0.222 0.216 0.079  0.83
5 C 1.257 0.023 0.234  0.20
6 C -2.186 1.658 0.242  -0.88
7 N 1.756 -1.226 0.444  -0.57
8 N 2.272 0.950 0.130  0.40
9 N 2.451 2.156 -0.251  -1.00
10 N -0.838 1.279 0.292  -0.44
11 H -0.912 -3.179 -0.539  0.24
12 H -1.970 -1.212 -0.715  0.20
13 H 1.356 -3.323 0.359  0.32
14 H -2.551 1.476 1.277  0.28
15 H -2.179 2.709 -0.026  0.27
16 H -2.794 1.160 -0.430  0.37
17 H 3.116 0.373 0.173  0.37
18 H 1.638 2.470 -0.773  0.26

Output
Kohn-Sham gap (spin up / spin down): 7.29 / 7.02 eV
Total charge: 0

***

#three
Density functional theory data (ωB97M-V with the def2-TZVPD basis set) for one molecule with the formula C6H8N4.

Each line ends with the Mulliken charge.
Cartesian coordinates (Å):
1 H -4.149 -0.545 0.192  0.24
2 N -3.179 -0.435 -0.560  -0.67
3 C -2.172 0.074 0.039  0.47
4 N -1.902 0.219 1.404  -0.49
5 N -1.136 0.434 -0.852  -0.27
6 C 0.288 0.177 -0.484  0.09
7 C 1.151 1.238 -0.269  -0.08
8 C 2.427 0.939 0.078  -0.26
9 C 2.782 -0.412 0.315  -0.21
10 N 1.998 -1.379 0.094  -0.57
11 C 0.743 -1.123 -0.173  -0.11
12 H -2.705 0.142 2.302  0.30
13 H -1.285 1.035 1.613  0.23
14 H -1.306 0.284 -1.694  0.19
15 H 0.742 2.403 -0.528  0.20
16 H 3.203 1.756 0.365  0.26
17 H 3.779 -0.368 0.483  0.38
18 H -0.052 -1.934 -0.369  0.30

Output
SMILES: [H]/N=C(\N)Nc1cccnc1
Kohn-Sham gap: 9.71 eV
Total charge: 0

***

#four
Density functional theory data (ωB97M-V with the def2-TZVPD basis set) for one molecule with the formula C6H8N4.

Each line ends with the Mulliken charge.
Cartesian coordinates (Å):
1 H -3.032 -2.282 0.829  0.20
2 N -2.812 -1.367 0.702  -0.72
3 C -1.627 -1.040 1.062  0.47
4 N -0.788 -1.792 1.846  -0.41
5 N -1.224 0.256 0.631  -0.26
6 C 0.016 0.406 -0.075  0.56
7 C -0.028 1.340 -1.217  -0.74
8 C 1.096 1.590 -1.875  -0.26
9 C 2.296 1.019 -1.463  -0.18
10 N 2.421 0.204 -0.393  -0.57
11 C 1.293 -0.055 0.248  -0.31
12 H -1.176 -2.678 1.876  0.19
13 H -0.292 -1.250 2.563  0.27
14 H -1.866 0.910 0.381  0.22
15 H -0.850 1.722 -1.504  0.57
16 H 1.104 2.509 -2.701  0.18
17 H 3.324 1.173 -2.023  0.27
18 H 1.330 -0.782 0.995  0.50

Output
SMILES: [H]/N=C(\N)Nc1cccnc1
Kohn-Sham gap: 9.14 eV
Total charge: 0

***

Most stable structure: #four

***

#one
Density functional theory data (ωB97M-V with the def2-TZVPD basis set) for one molecule with the formula C9H11NO2.

Each line ends with the Mulliken charge.
Cartesian coordinates (Å):
1 N -1.529 1.905 1.032  -0.68
2 C -1.664 0.875 0.031  0.43
3 C -0.546 0.747 -1.112  -1.69
4 C 0.802 0.347 -0.646  0.93
5 C 1.841 1.141 -0.351  -0.60
6 C 3.057 0.667 0.187  -0.22
7 C 3.328 -0.674 0.445  -0.96
8 C 2.196 -1.471 0.167  -0.26
9 C 0.928 -1.062 -0.300  -0.40
10 C -2.170 -0.515 0.257  0.23
11 O -2.124 -1.152 1.299  -0.60
12 O -2.715 -1.055 -0.870  -0.47
13 H -0.549 2.306 1.052  0.33
14 H -2.118 2.721 0.714  0.32
15 H -2.399 1.180 -0.660  0.22
16 H -0.948 0.051 -1.857  0.57
17 H -0.420 1.568 -1.759  0.64
18 H 1.892 2.164 -0.577  0.45
19 H 3.843 1.322 0.408  0.40
20 H 4.208 -0.985 0.924  0.45
21 H 2.243 -2.540 0.162  0.31
22 H 0.090 -1.821 -0.571  0.21
23 H -3.057 -1.972 -0.556  0.39

Output
SMILES: N[C@@H](Cc1ccccc1)C(=O)O
Kohn-Sham gap: 9.78 eV
Total charge: 0

***

#two
Density functional theory data (ωB97M-V with the def2-TZVPD basis set) for one molecule with the formula C9H11NO2.

Each line ends with the Mulliken charge.
Cartesian coordinates (Å):
1 O 2.925 0.417 3.019  -0.69
2 O 2.056 -1.559 3.453  -0.70
3 C 1.959 -0.361 3.108  0.61
4 C -0.051 -0.473 -1.409  -0.50
5 C -0.023 -1.542 -0.543  -0.79
6 C 0.157 0.837 -0.955  0.96
7 C 0.154 -1.300 0.840  -0.03
8 C 0.436 1.037 0.424  1.04
9 N 0.419 -0.021 1.253  0.14
10 C 0.035 1.969 -1.935  -1.67
11 C 0.784 2.446 0.952  -1.69
12 C 0.603 0.146 2.706  -0.84
13 H -0.284 -0.627 -2.441  0.38
14 H -0.153 -2.546 -0.935  0.38
15 H 0.140 -2.134 1.561  0.39
16 H -0.766 2.629 -1.680  0.38
17 H -0.145 1.653 -2.966  0.35
18 H 0.953 2.532 -1.876  0.39
19 H 0.025 2.767 1.696  0.37
20 H 1.781 2.423 1.444  0.39
21 H 0.805 3.211 0.148  0.37
22 H -0.124 -0.479 3.239  0.33
23 H 0.485 1.146 3.067  0.41

Output
Kohn-Sham gap: 6.97 eV
Total charge: 0

***

Most stable structure: #two

***

#one
Density functional theory data (ωB97M-V with the def2-TZVPD basis set) for one molecule with the formula C3HClNP.

Each line ends with the Mulliken charge.
Cartesian coordinates (Å):
1 C -2.694 -0.499 -0.151  0.41
2 C -0.265 0.289 0.304  -0.35
3 C -1.985 0.269 -0.999  -0.09
4 N -3.413 -1.193 0.464  -0.32
5 P -0.812 1.557 -0.889  0.30
6 Cl 0.021 1.560 -2.757  -0.21
7 H 0.006 -0.676 -0.141  0.26

Output
Kohn-Sham gap (spin up / spin down): 6.73 / 6.91 eV
Total charge: 0

***

#two
Density functional theory data (ωB97M-V with the def2-TZVPD basis set) for one molecule with the formula C3HClNP.

Each line ends with the Mulliken charge.
Cartesian coordinates (Å):
1 C -2.435 0.969 -0.093  0.27
2 C -0.127 1.463 -1.001  -0.40
3 C -1.297 1.124 -0.861  0.00
4 N -3.346 1.007 0.560  -0.32
5 P 1.840 1.808 0.088  0.25
6 Cl 2.792 0.059 0.183  -0.12
7 H 0.381 1.714 -1.947  0.31

Output
Kohn-Sham gap (spin up / spin down): 6.41 / 6.95 eV
Total charge: 0

***

Most stable structure: #two

***

#one
Density functional theory data (ωB97M-V with the def2-TZVPD basis set) for a 5-piece molecular cluster, C3H11NO3 overall.

Each line ends with the Mulliken charge.
Cartesian coordinates (Å):
1 C 0.934 -0.157 -1.628  -0.59
2 C -0.042 0.808 -1.293  0.61
3 N -1.298 0.262 -0.904  0.12
4 C -1.642 -1.091 -0.835  -0.79
5 O 0.220 1.966 -1.019  -0.48
6 H 1.957 -0.133 -1.239  0.30
7 H 4.224 -2.389 1.320  0.14
8 H 0.714 -1.143 -2.083  0.40
9 H -1.879 0.850 -0.327  0.40
10 H -2.020 -1.465 -1.881  0.38
11 H -2.318 -1.227 0.028  0.30
12 H -0.796 -1.859 -0.731  0.35
13 H -2.216 0.875 2.544  0.35
14 H 3.838 -1.594 1.434  -0.14
15 O -2.107 0.639 1.599  -0.38
16 H 0.742 2.398 1.086  0.35
17 H 0.568 1.238 2.010  0.28
18 O 1.122 2.022 1.920  -0.59

Output
Multiplicity: 2
Kohn-Sham gap (spin up / spin down): 7.29 / 5.67 eV
Total charge: +1

***

#two
Density functional theory data (ωB97M-V with the def2-TZVPD basis set) for a 3-piece molecular cluster, C3H11NO3 overall.

Each line ends with the Mulliken charge.
Cartesian coordinates (Å):
1 O -1.864 -1.531 -0.770  -0.37
2 C -0.976 -1.119 0.129  -0.37
3 C 0.022 -0.242 -0.735  0.17
4 C -0.599 1.049 -1.126  -1.13
5 N 0.512 -1.111 -1.873  -0.16
6 H -1.347 -0.400 0.898  0.32
7 H 0.888 -0.032 -0.108  0.36
8 H -1.727 0.892 -1.422  0.31
9 H -0.555 1.789 -0.326  0.27
10 H -0.142 1.391 -1.943  0.45
11 H 1.158 -0.696 -2.605  0.35
12 H -0.355 -1.632 -2.174  0.38
13 H 1.230 2.406 1.978  0.32
14 H 1.354 -0.509 3.365  0.33
15 O 1.202 -0.603 2.422  -0.58
16 H 0.969 0.466 2.103  0.34
17 H -0.424 -1.902 0.666  0.41
18 O 0.655 1.785 1.522  -0.42

Output
Multiplicity: 2
Kohn-Sham gap (spin up / spin down): 6.86 / 7.53 eV
Total charge: +1

***

Most stable structure: #two